{
  "formula": "C48H159N7O38",
  "method": "the ωB97M-V functional and the def2-TZVPD basis",
  "elements": ["O", "H", "H", "O", "H", "H", "O", "H", "H", "O", "H", "H", "O", "H", "H", "O", "H", "H", "O", "H", "H", "O", "H", "H", "O", "H", "H", "O", "H", "H", "O", "H", "H", "C", "C", "O", "O", "H", "H", "H", "H", "H", "H", "C", "C", "O", "O", "H", "H", "H", "H", "H", "H", "C", "C", "O", "O", "H", "H", "H", "H", "H", "H", "C", "C", "O", "O", "H", "H", "H", "H", "H", "H", "C", "C", "O", "O", "H", "H", "H", "H", "H", "H", "C", "C", "O", "O", "H", "H", "H", "H", "H", "H", "C", "C", "O", "O", "H", "H", "H", "H", "H", "H", "C", "C", "O", "O", "H", "H", "H", "H", "H", "H", "C", "C", "O", "O", "H", "H", "H", "H", "H", "H", "C", "C", "O", "O", "H", "H", "H", "H", "H", "H", "C", "C", "C", "O", "C", "N", "H", "H", "H", "H", "H", "H", "H", "H", "H", "H", "H", "C", "C", "C", "O", "C", "N", "H", "H", "H", "H", "H", "H", "H", "H", "H", "H", "H", "C", "C", "C", "O", "C", "N", "H", "H", "H", "H", "H", "H", "H", "H", "H", "H", "H", "C", "C", "C", "O", "C", "N", "H", "H", "H", "H", "H", "H", "H", "H", "H", "H", "H", "C", "C", "C", "O", "C", "N", "H", "H", "H", "H", "H", "H", "H", "H", "H", "H", "H", "C", "C", "C", "O", "C", "N", "H", "H", "H", "H", "H", "H", "H", "H", "H", "H", "H", "C", "C", "C", "O", "C", "N", "H", "H", "H", "H", "H", "H", "H", "H", "H", "H", "H"],
  "positions_angstrom": [[3.59483, -0.68642, 1.83319], [4.28336, -0.19452, 2.28063], [2.83282, -0.60901, 2.40728], [-7.33717, -0.71049, -2.20199], [-6.69075, -0.36572, -1.58595], [-7.16508, -1.65171, -2.22870], [-5.11270, -1.29095, 6.57182], [-4.34041, -0.84121, 6.22898], [-5.05209, -1.18231, 7.52090], [1.25981, -4.81059, 5.59414], [1.22489, -5.08885, 6.50934], [0.53759, -5.27731, 5.17367], [-3.26393, 6.07513, -0.83109], [-2.70078, 5.35106, -0.55755], [-2.78094, 6.50032, -1.53973], [3.94604, 0.13736, -5.29905], [4.52563, 0.39357, -6.01645], [3.06898, 0.15203, -5.68219], [-5.33900, -4.05386, 4.34601], [-4.59088, -3.46909, 4.46682], [-6.08494, -3.56386, 4.69198], [4.68493, -3.48746, 1.81386], [4.13632, -4.09558, 2.30928], [4.25812, -2.63741, 1.92098], [4.35535, 2.19166, -3.35340], [4.11927, 1.67698, -4.12515], [5.30028, 2.06866, -3.26279], [0.50981, 1.33083, 5.22112], [0.35436, 2.15863, 5.67589], [1.21121, 1.52638, 4.59980], [2.69762, 2.11081, 3.36031], [3.54649, 1.70523, 3.53684], [2.74211, 2.36969, 2.43985], [5.34019, 5.83214, -3.35464], [5.75303, 6.92871, -4.44315], [4.58103, 7.49459, -5.02076], [4.51917, 4.84779, -3.91469], [4.73663, 6.30532, -2.58010], [6.24558, 5.46624, -2.87042], [6.29021, 6.45865, -5.26691], [6.36104, 7.61820, -3.85746], [4.01727, 6.76072, -5.27613], [4.51102, 4.02734, -3.41629], [-0.40142, -6.46815, 2.48101], [-1.24698, -5.89238, 1.35869], [-2.57494, -6.28498, 1.49355], [-0.65508, -5.81091, 3.71774], [0.64096, -6.19934, 2.30988], [-0.66106, -7.51894, 2.60953], [-1.01542, -6.11453, 0.31700], [-1.25378, -4.81793, 1.54202], [-2.69698, -6.22471, 2.44385], [-1.37631, -6.30677, 4.11215], [3.96192, 1.97342, 0.07026], [5.00739, 2.97805, -0.38940], [5.53822, 3.72720, 0.70068], [2.75705, 2.64834, 0.50005], [4.42825, 1.45037, 0.90517], [3.62188, 1.36210, -0.76566], [4.62978, 3.60140, -1.19992], [5.74865, 2.32662, -0.85231], [6.09049, 3.24651, 1.32160], [2.44837, 3.18247, -0.23549], [2.85074, -1.61515, 5.00952], [4.24022, -2.06277, 5.00607], [4.41147, -3.41334, 5.39690], [1.85180, -2.32446, 4.21621], [2.80870, -0.56193, 4.73191], [2.45250, -1.69537, 6.02099], [4.81611, -1.55459, 5.77950], [4.80223, -1.89508, 4.08730], [4.02960, -3.96432, 4.70974], [1.67616, -3.15821, 4.65849], [-5.96655, -4.37530, -2.00918], [-4.57377, -4.27841, -2.59683], [-4.52091, -5.05447, -3.77321], [-6.88547, -3.55239, -2.71009], [-5.82078, -4.14665, -0.95345], [-6.23160, -5.41300, -2.21175], [-3.74432, -4.56284, -1.94935], [-4.48060, -3.25837, -2.96958], [-4.09707, -5.90505, -3.63731], [-6.96015, -3.92000, -3.59376], [-2.17889, -2.80275, 5.68510], [-1.07334, -1.76390, 5.58882], [-1.41356, -0.46381, 6.07570], [-3.17449, -2.38779, 4.69534], [-2.64810, -2.94926, 6.65797], [-1.71026, -3.76381, 5.47337], [-0.70678, -1.60750, 4.57428], [-0.15934, -2.08939, 6.08557], [-0.62780, 0.08652, 6.11207], [-3.34902, -1.44400, 4.71532], [4.95748, 0.91783, 7.33659], [3.51548, 1.45457, 7.00062], [3.51845, 2.81859, 6.65912], [5.90080, 0.85272, 6.20879], [4.89426, -0.08897, 7.74945], [5.42920, 1.47557, 8.14561], [2.80539, 1.34040, 7.81967], [3.07769, 1.01510, 6.10435], [4.21831, 2.92393, 6.01050], [6.77426, 0.80187, 6.60385], [-6.48425, -0.72413, 2.12971], [-5.30580, -0.45715, 1.25468], [-5.54072, -0.06944, -0.09622], [-7.43667, 0.31475, 1.96417], [-6.27658, -0.88812, 3.18710], [-6.85813, -1.61304, 1.62163], [-4.66046, -1.33501, 1.22330], [-4.65334, 0.29638, 1.69580], [-4.67559, 0.08366, -0.48314], [-7.35753, 0.71649, 1.09587], [-2.85448, 5.59302, 2.70752], [-2.78485, 7.08762, 2.51241], [-3.71692, 7.39225, 1.47149], [-2.24017, 4.92760, 1.63901], [-3.90578, 5.30636, 2.73384], [-2.45809, 5.31079, 3.68287], [-1.80157, 7.44052, 2.20140], [-3.08201, 7.68678, 3.37311], [-3.49745, 6.75358, 0.78919], [-1.29698, 5.06370, 1.75508], [5.72502, -2.90313, -1.83683], [4.74657, -1.90615, -2.48037], [4.73531, -2.03634, -3.86821], [7.00227, -2.42904, -2.10918], [5.63042, -3.85794, -2.35403], [5.58147, -2.93297, -0.75673], [5.05861, -0.87730, -2.30094], [3.73574, -1.95191, -2.07511], [4.33068, -1.23746, -4.21415], [6.98245, -1.89674, -2.90785], [1.94956, -8.80589, 0.44129], [3.17645, -8.20937, -0.23768], [3.31270, -6.70413, 0.01494], [2.29429, -5.93998, -0.61020], [2.14142, -4.55970, -0.26862], [4.36810, -8.83132, 0.42264], [1.94293, -9.88321, 0.27564], [1.00835, -8.44319, 0.02817], [1.89377, -8.66478, 1.52067], [3.12739, -8.45474, -1.29857], [4.26044, -6.60792, -0.51480], [3.53101, -6.51187, 1.06540], [2.06624, -4.46542, 0.81469], [1.15960, -4.13687, -0.48158], [2.93135, -3.88867, -0.60600], [5.20763, -8.78409, -0.13688], [4.10386, -9.77360, 0.17287], [2.31660, 3.24210, -6.63380], [2.53509, 2.73449, -8.03476], [1.77018, 1.45637, -8.38773], [2.08613, 0.32173, -7.59045], [1.67176, -0.89926, -8.22969], [2.33065, 3.78520, -8.99543], [3.07946, 3.95223, -6.31465], [2.22824, 2.43100, -5.91103], [1.42712, 3.86802, -6.56202], [3.60660, 2.53942, -8.07851], [2.05572, 1.28593, -9.42577], [0.69391, 1.61022, -8.46571], [1.64811, -1.69740, -7.48773], [2.42806, -1.22305, -8.94471], [0.64406, -0.99236, -8.58080], [3.00804, 3.59897, -9.72108], [2.66598, 4.60738, -8.51410], [-3.45004, 2.75908, -0.83703], [-3.30994, 1.64722, -1.88573], [-2.27954, 1.96040, -3.00291], [-2.15310, 0.88779, -3.96675], [-1.19775, 1.13533, -4.92960], [-2.92779, 0.45556, -1.16443], [-2.48628, 3.10433, -0.46277], [-4.14235, 2.52502, -0.02831], [-3.78732, 3.70306, -1.26509], [-4.31828, 1.65637, -2.29957], [-1.31142, 2.10461, -2.52327], [-2.43763, 2.88289, -3.56157], [-0.31118, 0.50912, -4.82983], [-1.01628, 2.17662, -5.19586], [-1.50614, 0.68219, -5.87176], [-2.68398, -0.20228, -1.89099], [-1.97808, 0.59352, -0.84961], [-4.69943, -1.90247, -5.95763], [-3.40282, -2.72067, -6.40487], [-2.37471, -2.48464, -5.27271], [-1.21475, -3.23189, -5.61112], [0.02833, -2.78865, -5.08268], [-3.67948, -4.12542, -6.50827], [-4.44120, -0.89559, -5.62958], [-5.13156, -2.48457, -5.14367], [-5.47587, -1.84747, -6.72066], [-3.00297, -2.40074, -7.36709], [-2.84051, -2.82822, -4.34909], [-2.04594, -1.45153, -5.15997], [0.74232, -3.60396, -5.19928], [-0.03765, -2.45190, -4.04811], [0.50712, -1.92905, -5.55167], [-3.97090, -4.51766, -5.62435], [-2.73821, -4.48495, -6.57783], [2.53732, 5.94557, 1.06000], [1.07405, 5.98325, 0.60945], [0.80450, 5.43015, -0.78796], [1.66936, 4.35541, -1.14200], [1.42194, 3.93688, -2.49094], [0.42361, 5.14577, 1.57946], [2.70765, 6.51342, 1.97467], [3.14379, 6.29530, 0.22454], [2.87601, 4.92408, 1.23307], [0.67885, 6.98078, 0.80145], [0.95956, 6.24743, -1.49231], [-0.23679, 5.13230, -0.91082], [1.97610, 3.01862, -2.68540], [1.72025, 4.66262, -3.24752], [0.36217, 3.87737, -2.73883], [0.89678, 4.26266, 1.45170], [0.66148, 5.41341, 2.52386], [-2.77208, 2.53264, 4.94082], [-4.06493, 1.65513, 4.88752], [-5.02178, 2.17286, 3.80194], [-5.47176, 3.45871, 4.16097], [-6.50051, 4.01712, 3.46692], [-3.57513, 0.34385, 4.55143], [-2.30991, 2.69873, 3.96772], [-1.94759, 2.29479, 5.61294], [-3.05787, 3.54014, 5.24308], [-4.58357, 1.62702, 5.84581], [-5.80749, 1.43572, 3.63650], [-4.45531, 2.26985, 2.87577], [-6.36105, 3.80940, 2.40603], [-6.68841, 5.04903, 3.76351], [-7.47141, 3.61543, 3.75694], [-2.74577, 0.24550, 5.11939], [-3.08742, 0.45130, 3.67354], [-1.75822, -1.35792, 1.88384], [-1.02519, -0.09556, 1.94066], [0.15003, 0.00356, 0.99795], [-0.31121, -0.03834, -0.40303], [0.70940, 0.08217, -1.31082], [-2.05757, 0.95588, 1.83238], [-2.68590, -1.31325, 2.45439], [-1.30577, -2.24817, 2.32069], [-1.98424, -1.50881, 0.82826], [-0.66500, -0.02907, 2.96728], [0.80420, -0.79529, 1.34726], [0.68782, 0.93468, 1.17655], [0.40970, -0.04796, -2.35069], [1.37146, -0.74718, -1.06192], [1.14327, 1.08125, -1.26960], [-2.66904, 0.76225, 1.05218], [-1.59130, 1.83139, 1.64220]],
  "forces_ev_per_a": [[0.16, -0.27, -0.31], [0.27, 0.02, 0.13], [-0.44, -0.07, 0.25], [-0.34, 0.36, -0.42], [0.17, 0.08, 0.47], [0.00, -0.45, -0.14], [-0.37, -0.20, 0.28], [0.13, 0.27, -0.36], [-0.09, 0.00, 0.27], [0.32, 0.28, 0.14], [0.20, 0.07, 0.29], [-0.43, -0.24, -0.65], [-0.08, -0.06, -0.53], [0.17, -0.37, 0.49], [-0.01, 0.31, -0.21], [0.14, 0.43, 0.53], [0.18, -0.08, -0.36], [-0.55, -0.02, -0.55], [-0.53, -0.75, -0.27], [0.59, 0.59, 0.14], [-0.14, 0.10, 0.14], [0.37, -0.30, -0.08], [-0.12, -0.21, 0.03], [-0.31, 0.58, -0.06], [-0.02, 0.35, 0.74], [-0.22, -0.52, -0.55], [0.32, -0.18, 0.06], [-0.21, -0.25, 0.33], [-0.01, 0.32, 0.11], [0.48, 0.15, -0.50], [-0.15, -0.29, 0.70], [0.25, 0.00, 0.21], [-0.20, 0.30, -0.94], [0.16, 1.44, -0.53], [-1.40, -2.20, 1.14], [0.39, 0.68, 0.50], [0.04, 0.08, -1.08], [0.21, 0.59, 0.18], [0.18, -0.35, -0.14], [0.59, -0.09, 0.29], [-0.21, 0.55, -0.60], [-0.04, -0.18, 0.02], [-0.06, -0.28, -0.01], [0.73, 0.37, -0.83], [-0.12, 0.92, 0.12], [-0.89, -0.78, 0.55], [-0.86, -0.03, 0.44], [0.18, -0.83, -0.36], [0.68, -0.26, -0.27], [0.85, -0.11, 0.27], [0.58, 0.47, -0.43], [-1.04, 0.07, 0.07], [-0.16, 0.23, 0.48], [-0.95, 1.67, -0.41], [0.39, -1.41, 0.53], [-0.55, 0.92, -0.70], [0.93, -1.12, 1.34], [-0.55, -0.36, -0.15], [0.71, -0.64, 0.11], [-0.02, 0.56, 0.52], [0.64, 0.13, -0.10], [-0.05, -0.51, -0.41], [-0.36, 0.53, -0.24], [-2.64, 0.06, 0.35], [2.11, -1.01, 0.23], [-0.32, -0.38, -0.05], [1.56, 0.90, -0.59], [-0.17, 0.05, -0.17], [0.26, 0.29, 0.37], [-0.29, 0.62, -0.05], [-0.26, 0.12, -0.39], [-0.06, -0.23, 0.00], [-0.13, -0.48, 0.35], [1.10, -0.68, -0.39], [-0.10, 0.41, -0.69], [0.11, -0.57, -1.04], [0.18, 0.14, 0.73], [-1.08, 0.25, 0.05], [-0.32, -0.23, 0.80], [-0.21, 0.21, 0.39], [0.41, 0.29, 0.43], [-0.05, 0.00, 0.24], [-0.07, 0.03, -0.18], [-0.37, 1.87, -1.14], [1.41, 0.36, 0.52], [-0.87, -0.70, 0.91], [0.96, -2.57, 0.43], [0.03, 0.56, 0.22], [-0.33, -0.05, -0.78], [-0.49, -0.57, -0.44], [-0.04, -0.34, 0.50], [0.34, 0.01, -0.37], [-0.26, 0.74, 0.18], [-0.20, -0.58, 0.02], [1.29, -0.04, -0.89], [0.34, 0.94, 0.43], [-1.49, 0.53, 0.45], [-0.41, -0.27, -0.12], [-0.28, 0.57, -0.09], [0.37, -0.25, 0.17], [0.17, -1.10, 0.29], [0.05, 0.27, -0.15], [0.08, 0.02, -0.06], [-0.97, 0.05, -2.55], [2.94, 0.37, 0.51], [-1.73, -0.09, 0.56], [-0.37, 0.35, 1.03], [0.24, 0.06, -0.23], [-0.73, -0.59, 0.74], [-0.13, -0.45, 0.22], [-0.10, 0.38, 0.22], [0.79, 0.03, -0.14], [0.18, -0.22, -0.24], [-0.40, 0.35, 0.97], [-1.17, 0.44, -0.68], [0.31, 0.54, 0.73], [-0.96, -0.53, -0.21], [-0.04, 0.02, -0.03], [0.40, -0.24, 0.11], [0.49, -0.19, 0.11], [-0.03, -0.27, 0.23], [-0.25, 0.11, -0.72], [1.08, -0.14, -0.46], [-1.06, 1.17, -1.10], [-0.41, 0.16, 0.87], [0.22, -0.84, -0.61], [1.78, 0.40, 0.32], [-0.51, -0.37, 0.43], [-0.04, -0.35, -0.06], [0.40, 0.17, 0.78], [-0.26, -0.47, 0.21], [0.02, 0.07, -0.49], [-0.06, -0.18, -0.19], [-0.41, -0.45, -0.24], [-0.64, 0.71, 1.63], [0.91, -0.38, -1.51], [-0.64, 0.30, -0.05], [0.06, -0.44, 1.44], [-1.07, -0.73, -0.81], [-0.05, -0.20, 0.01], [0.11, 0.23, -0.18], [0.40, 0.23, 0.03], [0.01, 0.37, -0.19], [0.41, 1.23, 0.00], [-0.57, 0.17, 0.21], [0.66, -0.07, 0.50], [-0.09, -0.57, -1.16], [0.14, -0.24, -0.25], [0.31, 0.89, -0.29], [0.35, -0.98, 0.89], [-0.66, 0.59, 0.54], [0.82, -0.86, 1.34], [0.16, 0.45, -1.06], [-0.59, -0.07, -0.26], [0.54, -0.85, 1.03], [-0.40, 0.15, -0.33], [0.50, -0.34, 0.03], [0.10, 0.07, 0.07], [-0.55, -0.30, -0.14], [0.27, -0.96, 0.17], [0.17, -0.46, -0.28], [-0.24, 0.20, 0.52], [0.46, 0.19, 0.45], [-0.28, 0.28, -0.46], [-0.01, 1.01, -0.53], [-0.15, 0.36, -0.52], [-0.10, 0.51, -0.32], [0.76, 1.29, -0.79], [-0.14, 1.71, -0.07], [0.17, -0.17, 0.00], [-0.99, 0.56, 1.45], [0.32, -0.99, -1.82], [-0.22, -0.72, -1.11], [0.33, -0.60, 0.62], [0.23, -0.29, -0.02], [-0.59, -0.19, -0.39], [-0.02, -1.03, -0.37], [0.39, -0.11, 0.31], [-0.59, 0.21, 0.05], [0.78, 0.57, 0.93], [0.24, 0.16, 0.55], [-0.82, 0.14, -0.28], [-0.54, -0.93, -0.29], [0.22, 0.38, 0.82], [1.04, -1.10, -0.71], [-1.33, 1.76, 1.66], [0.43, 0.38, -1.03], [0.93, -0.16, 0.10], [-0.22, -0.18, 0.21], [0.45, -0.56, -0.57], [-0.04, -0.05, 0.09], [-0.04, 0.26, 0.27], [0.23, -0.02, -0.19], [0.01, 0.30, 0.05], [0.21, -0.11, 0.29], [-0.47, 0.29, 0.01], [-0.14, -0.09, 0.28], [-0.20, -0.49, 0.41], [-0.45, 0.33, -0.81], [-0.50, 0.30, 0.33], [0.19, -0.76, -0.53], [0.63, 0.34, -1.59], [0.89, -0.32, 1.39], [0.31, 1.16, -0.15], [-0.56, 0.13, -0.79], [0.02, 0.42, -0.36], [-1.09, -1.32, 0.53], [-0.07, 0.18, -0.21], [0.52, 0.42, 0.29], [-0.16, -0.02, 0.01], [-0.09, 0.19, -0.90], [0.17, 0.11, -0.27], [-0.17, -0.23, 0.28], [-0.24, -0.03, 0.17], [0.77, 0.42, 0.29], [-0.33, -0.70, 0.61], [-0.28, -0.69, 0.35], [0.18, 0.28, 0.17], [-0.94, 1.97, 0.32], [1.36, 1.20, -0.40], [0.46, 0.06, 0.25], [1.37, -0.23, 1.94], [-1.73, -0.29, -0.54], [-0.15, -1.08, -0.27], [-0.25, -0.50, -0.32], [-0.43, -0.82, 0.25], [-0.12, 0.26, 0.11], [0.01, 0.12, 0.06], [-0.39, 0.16, 0.13], [0.16, -0.15, -0.38], [-0.21, 0.67, -0.37], [0.97, 0.34, -0.46], [-0.25, -0.83, -0.10], [0.18, -0.24, 0.66], [-0.23, 0.06, -0.99], [-1.13, -1.91, -0.58], [-0.62, 1.32, 1.05], [-0.72, 0.50, -0.35], [-0.89, -0.26, 2.41], [1.12, -0.36, -0.40], [0.87, 0.11, -0.02], [-0.07, 0.28, -0.23], [0.66, 0.08, -0.30], [-0.36, -0.58, -0.03], [0.70, 0.37, 0.10], [0.35, -0.53, -0.96], [0.07, 0.25, -0.25], [-0.69, -0.19, 0.08], [0.99, 0.34, -0.41], [0.62, 0.01, 0.24], [-0.03, -0.02, -0.19], [-0.20, 0.47, -0.01]],
  "mulliken_charge": [-0.25, 0.25, -0.10, -0.71, 0.47, 0.40, -0.65, 0.19, 0.21, -0.52, 0.29, 0.28, -0.69, 0.33, 0.28, -0.70, 0.29, 0.16, -0.75, 0.33, 0.29, -0.59, 0.25, 0.34, -0.28, 0.08, 0.27, 0.03, 0.17, -0.08, -0.50, 0.23, -0.05, -0.16, -0.65, -0.56, -0.24, 0.22, 0.35, 0.31, 0.36, 0.31, 0.15, -0.63, 0.67, -0.58, -0.35, -0.07, 0.41, 0.32, -0.35, 0.28, 0.25, 0.44, -0.18, -0.58, 2.22, -0.31, 0.08, -0.41, 0.60, 0.36, -0.75, 0.55, -0.18, -0.61, 0.29, -0.68, 0.38, 0.06, 0.10, 0.30, -0.17, -0.56, -0.18, -0.53, -0.58, 0.40, 0.32, 0.48, -0.03, 0.27, 0.28, -0.51, 0.50, -0.64, 0.05, 0.26, 0.02, -0.46, 0.35, 0.22, 0.27, -0.77, 0.28, -0.57, -0.49, 0.39, 0.42, 0.35, -0.29, 0.32, 0.28, -0.49, 1.16, -0.60, -0.59, 0.30, 0.43, -0.07, -1.10, 0.33, 0.35, -0.23, -0.35, -0.63, 0.22, 0.25, 0.20, 0.09, 0.41, 0.39, 0.04, -0.15, 0.12, -0.60, -0.61, 0.24, 0.15, 0.24, -0.03, 0.47, 0.34, -1.38, 0.37, -0.46, -0.44, -0.04, -0.75, 0.45, 0.27, 0.32, 0.31, 0.21, 0.27, -0.03, 0.38, -0.02, 0.26, 0.30, -1.27, 0.82, -1.03, -0.10, -0.94, -0.80, 0.28, 0.11, 0.46, 0.18, 0.33, 0.39, 0.24, 0.35, 0.41, 0.30, 0.27, -1.14, 0.89, -0.81, -0.08, -1.32, 0.56, -0.13, -0.14, 1.11, 0.40, -0.27, 0.81, 0.32, 0.48, 0.46, 0.09, -0.54, -0.89, -0.01, 0.98, -0.45, -0.31, -0.82, 0.23, 0.03, 0.36, 0.39, -0.24, -0.40, 0.38, 0.24, -0.22, 0.36, 0.39, -1.23, 0.13, -0.95, -0.40, -0.91, -0.48, 0.42, 0.33, 0.12, 0.52, 0.36, 0.13, 0.07, 0.43, 0.28, -0.32, 0.30, -1.62, 0.19, -0.31, -0.46, -0.74, 0.35, 0.14, 0.38, 0.55, 0.69, 0.51, -0.13, 0.24, 0.29, 0.32, 0.90, -1.32, -1.65, 2.72, -1.00, -0.53, -0.22, 1.88, -0.53, 0.32, 0.40, -0.64, 0.20, 0.38, -0.21, 0.42, -0.09, -1.72, -0.34],
  "energy_ha": -5166.19908,
  "molar_mass_g_mol": 1442.8,
  "homo_energy_ev": -8.8646,
  "gap_ev": 8.391,
  "lumo_energy_ev": -0.47
}